Record 1
A molecular structure, C37H56N2O4PtSSe at a distorted geometry, computed with ωB97M-V/def2-TZVPD.

Computed properties:
Orbital gap (spin up / spin down) ... 6.6 / 6.6 eV
M ... 898.97 g/mol
Maximum force ... 3.07 eV Å⁻¹
Spin multiplicity ... 1
Net charge ... 0
HOMO energy (spin up / spin down) ... -6.9 / -6.9 eV

```
102
Properties=species:S:1:pos:R:3:forces:R:3:lowdin_charge:R:1
Pt -1.2731 1.7936 -0.2066 0.243 -2.903 0.954 0.9473
Se -2.3510 -0.5117 -0.1837 1.665 1.481 -0.040 1.1653
S 2.2116 1.0795 0.7045 1.509 -0.155 0.381 0.9595
O 1.2374 1.5839 -0.2741 -1.001 0.581 -1.061 -0.5692
O -0.8619 1.3360 -2.2260 -0.842 1.951 0.643 -0.2805
O -0.8445 1.3685 1.8543 -0.887 2.022 -1.222 -0.2631
O -5.9756 6.4139 0.7523 -0.031 0.056 -0.052 -0.1271
N -1.9294 3.9150 0.1766 -0.127 -0.093 -0.598 0.0876
N -3.4478 5.7859 -0.3211 -0.174 0.556 -0.227 -0.0986
C -0.0730 -2.6795 -2.9428 -0.030 -0.017 0.096 -0.1802
C -0.9078 -2.2886 -1.9057 0.068 -0.064 -0.199 -0.0827
C -2.6862 4.7559 -0.0662 0.959 -0.720 0.321 -0.2422
C -1.1459 -0.9564 -1.6517 -0.058 0.335 0.010 -0.3841
C -1.1889 -4.8323 -3.5036 0.208 0.028 0.013 -0.0452
C 0.8409 0.6734 4.2010 0.137 0.101 0.150 -0.5286
C -0.2634 1.5321 -5.0502 0.069 0.011 0.077 -0.0401
C 3.4454 0.1315 -0.3204 -0.102 0.103 0.504 -0.2674
C 1.7535 1.6989 -3.5583 -0.214 -0.035 0.017 -0.0408
C -0.2180 -4.0957 3.2415 0.045 -0.128 0.028 -0.5559
C 0.1290 -0.2889 3.2506 -0.175 0.228 -0.178 -0.1011
C -5.8709 5.4258 -0.2501 0.095 -0.118 -0.269 -0.1793
C 0.5011 -1.6683 -3.7104 -0.159 -0.102 0.224 0.0276
C 0.2360 0.5123 5.6057 0.103 0.033 -0.171 -0.0401
C -0.7745 -4.2445 4.6656 0.084 -0.025 -0.193 -0.0439
C 2.3376 0.3198 4.2371 -0.177 0.046 0.096 -0.0469
C 1.7663 0.1757 -5.5092 -0.202 0.041 0.213 -0.0666
C 0.8832 0.7489 -4.3945 0.078 0.147 -0.102 -0.5285
C -4.6398 5.6448 -1.1424 -0.637 -0.126 -0.085 -0.1044
C 1.2721 -4.4666 3.2190 -0.228 -0.027 0.011 -0.0421
C -0.9690 -5.0764 2.3371 0.155 0.213 0.160 -0.0594
C 3.4144 2.4752 0.9202 -0.277 -0.508 -0.134 -0.2912
C 4.7099 0.9674 -0.4580 0.073 0.220 -0.110 -0.2340
C -4.8226 6.4702 1.5618 0.324 0.189 -0.033 -0.1817
C 0.2303 -1.6370 3.5351 -0.178 -0.008 -0.302 0.0040
C 0.7279 2.1516 3.8246 -0.003 -0.025 0.073 -0.0588
C -0.5911 0.0871 -2.4351 -0.092 -1.434 0.267 -0.4035
C -1.2357 -0.9251 1.3642 0.010 0.351 -0.016 -0.3829
C 0.2713 -0.3215 -3.4986 -0.079 0.414 0.169 -0.0893
C -1.1097 -2.2620 1.6887 0.037 -0.099 0.274 -0.0772
C 0.7798 -4.7960 -1.9473 -0.061 0.016 -0.221 -0.0428
C -0.6544 0.1250 2.1298 -0.313 -1.670 -0.212 -0.4133
C -3.5956 6.8063 0.7067 -0.238 0.212 0.631 -0.1062
C 0.1583 -4.1595 -3.1993 0.011 -0.216 0.028 -0.5570
C -0.3741 -2.6512 2.7963 -0.133 -0.065 -0.194 -0.1795
C 1.0973 -4.4202 -4.3809 -0.168 0.069 0.230 -0.0643
C 4.2860 2.4267 -0.3164 0.157 -0.089 -0.076 -0.2433
H -0.8642 2.0194 -4.2884 -0.060 0.046 -0.056 0.0729
H -0.2281 -3.6274 5.3730 0.061 0.085 0.115 0.0736
H 0.1310 2.2891 -5.7252 0.074 0.093 -0.134 0.0803
H 1.2275 2.0224 -2.6649 0.076 0.035 0.019 0.0589
H -4.5134 4.8122 -1.8343 0.006 0.052 0.009 0.1371
H -3.7491 7.7659 0.2041 0.049 -0.064 0.055 0.1338
H 2.8404 3.3926 1.0137 -0.192 -0.042 0.130 0.0958
H -0.3065 2.4789 3.8483 -0.031 0.108 -0.063 0.0861
H 2.6758 1.1979 -3.2654 0.138 -0.045 0.058 0.0737
H -5.8176 4.4241 0.2066 -0.019 0.118 -0.046 0.1331
H 0.3707 -0.4947 5.9909 0.001 -0.132 0.061 0.0732
H 0.7051 1.2070 6.2997 0.076 0.096 0.108 0.0823
H 1.2968 2.7473 4.5388 0.106 0.002 0.123 0.0850
H 2.9484 -0.0267 -1.2732 -0.254 0.028 -0.019 0.0781
H -0.7018 -5.2797 4.9921 0.015 -0.150 0.078 0.0812
H 2.5971 -0.4006 -5.1055 0.089 -0.096 0.020 0.0810
H -6.7860 5.5121 -0.8378 0.088 -0.167 -0.029 0.1301
H -4.6577 5.5072 2.0697 -0.034 0.087 -0.009 0.1337
H -0.8314 -6.0894 2.7099 0.004 -0.106 0.023 0.0840
H 0.6901 -4.0115 -5.3026 0.010 0.064 -0.142 0.0853
H -1.8763 -4.7403 -2.6674 -0.106 0.008 0.101 0.0748
H 2.8713 1.0312 4.8637 0.100 0.100 0.106 0.0843
H -0.5875 -5.0394 1.3201 0.002 -0.005 -0.192 0.0689
H -1.8200 -3.9448 4.6926 -0.116 0.019 0.027 0.0901
H 2.7529 0.3572 3.2327 0.078 -0.014 -0.020 0.0437
H 3.6877 2.7128 -1.1830 0.001 0.092 -0.043 0.1074
H -1.3923 -3.0184 -1.2743 -0.033 -0.192 0.021 0.0913
H -0.8302 0.7246 5.5746 -0.131 0.025 0.030 0.0915
H -1.6156 -2.9828 1.0654 -0.036 -0.186 -0.001 0.0844
H -2.0346 -4.8618 2.3280 -0.160 0.004 -0.055 0.0864
H 3.6203 -0.8280 0.1586 -0.051 -0.118 0.016 0.0840
H -1.0449 -5.8914 -3.7100 -0.001 -0.150 -0.014 0.0810
H -4.7519 6.5717 -1.7129 0.001 -0.089 0.017 0.1323
H 1.1575 -1.9514 -4.5123 0.105 -0.015 -0.185 0.0853
H 1.1951 -0.4531 -6.1886 -0.038 -0.118 -0.104 0.0840
H 3.9708 2.2817 1.8356 0.098 0.018 0.121 0.0899
H 1.2230 -5.4931 -4.5157 0.003 -0.098 -0.008 0.0824
H -0.8986 0.8533 -5.6166 -0.081 -0.043 -0.114 0.0892
H 2.0126 2.5743 -4.1498 0.118 0.139 -0.122 0.0851
H -1.6495 -4.3711 -4.3740 -0.084 0.046 -0.105 0.0890
H 1.6741 -4.3379 2.2158 0.066 -0.003 -0.098 0.0866
H 5.4174 0.7140 0.3337 0.059 -0.014 -0.016 0.1102
H 2.5097 -0.6744 4.6387 0.056 -0.148 0.042 0.0743
H 0.9344 -5.8617 -2.1065 0.029 -0.156 0.026 0.0828
H 0.8123 -1.9280 4.3941 0.107 -0.011 0.177 0.0989
H 1.1176 2.3353 2.8280 -0.025 0.138 -0.017 0.0490
H 1.4028 -5.5050 3.5157 0.076 -0.157 0.057 0.0816
H -2.6886 6.8547 1.3116 -0.064 -0.004 -0.073 0.1360
H 2.0795 -3.9896 -4.2003 0.136 0.076 -0.051 0.0844
H 2.1851 0.9984 -6.0861 0.023 0.088 -0.055 0.0829
H 5.1945 0.7915 -1.4202 0.030 -0.079 0.059 0.1135
H 1.8461 -3.8424 3.8985 0.095 0.069 0.079 0.0743
H 5.1436 3.0990 -0.2473 -0.051 0.006 0.002 0.1152
H 0.1389 -4.6686 -1.0788 -0.061 0.006 0.126 0.0602
H -5.0123 7.2461 2.3038 0.099 -0.061 0.019 0.1298
H 1.7413 -4.3345 -1.7320 0.111 0.042 0.069 0.0881
```
Positions in Å, forces in eV/Å.



Record 2
A molecular structure, C37H57AsNO4P2S2SiZn, computed with ωB97M-V/def2-TZVPD.

Computed properties:
Orbital gap ... 6.9 eV
M ... 874.35 g/mol
Maximum force ... 0.95 eV Å⁻¹
Spin multiplicity ... 1
Net charge ... -1
ΔE to the lowest compared entry with this formula, charge and spin ... 67.6 kcal per mole
HOMO energy ... -4.4 eV

```
106
Properties=species:S:1:pos:R:3:forces:R:3:lowdin_charge:R:1
As -0.3406 2.2377 2.4483 -0.158 0.389 0.619 1.3308
Zn 1.4724 0.2299 0.5824 0.424 0.693 -0.328 0.1934
S 2.8353 1.9652 1.7084 0.496 0.036 -0.445 0.5403
S -0.3429 -2.7349 3.6803 -0.186 0.072 0.420 0.8301
P 3.3879 0.3447 -1.2213 0.704 0.396 -0.308 0.8621
P 0.3396 2.0788 -0.8044 0.052 0.772 -0.457 0.8012
Si -0.0650 -1.6341 -1.9450 -0.001 0.163 -0.104 -0.0120
O 0.4956 -0.6495 -0.8660 -0.342 -0.752 -0.130 -0.3590
O -1.3333 -2.6194 -1.5994 0.363 0.000 -0.164 -0.1090
O -0.5144 -0.6416 -3.1895 -0.042 0.035 0.007 -0.1320
O 1.0139 -2.6895 -2.6220 -0.013 0.267 -0.188 -0.1276
N 0.9681 -0.8021 2.0567 -0.145 -0.437 0.365 0.0126
C 1.3593 1.9342 -2.3317 -0.177 0.120 0.001 -0.4107
C -1.1522 6.1971 3.4986 0.030 0.127 0.011 -0.0984
C -1.3311 2.0385 -1.5541 0.187 -0.117 0.309 -0.2494
C -1.3877 0.7751 3.1789 -0.552 0.092 -0.225 -0.3413
C 0.5053 3.9016 -0.4978 0.006 -0.356 0.158 -0.2966
C -3.0431 -1.1265 -0.7529 0.232 -0.272 -0.108 -0.0165
C -3.4320 -3.5852 -1.1859 0.326 0.297 0.056 -0.0216
C 3.3647 1.7407 4.3777 -0.014 -0.027 0.057 -0.1288
C -2.8597 -1.5607 3.9439 -0.208 0.150 -0.090 -0.1332
C -1.9452 -2.8267 0.6978 -0.062 0.113 -0.497 -0.0475
C -1.2969 3.7999 3.2078 0.046 0.058 -0.157 -0.3707
C -2.6385 0.5491 2.7495 0.554 0.610 0.012 -0.1419
C -3.3813 -0.6238 3.1454 -0.261 -0.592 0.341 -0.1112
C 3.0467 1.8328 5.7175 0.131 -0.019 0.062 -0.1042
C -0.6652 -0.2845 3.9325 -0.051 0.311 0.507 -0.3366
C 2.3908 1.9382 3.3953 -0.220 0.233 -0.192 -0.7100
C -1.6753 -2.2301 -4.6266 0.124 0.273 0.121 -0.0223
C 1.7563 2.1523 6.1101 -0.170 0.064 0.209 -0.1094
C -3.2015 5.0587 3.9833 -0.141 0.121 0.068 -0.1037
C -0.5749 4.9931 3.1480 0.183 -0.267 -0.085 -0.1306
C -1.6726 0.2403 -5.0484 0.265 -0.342 0.201 -0.0264
C 1.7066 -3.8263 -0.5980 -0.056 0.166 -0.304 -0.0127
C 3.5878 -0.6462 -2.7600 -0.226 0.181 0.293 -0.2488
C 2.7690 -4.2642 -2.8325 -0.329 0.175 0.190 -0.0275
C -0.8497 -0.9447 -4.5164 -0.221 -0.006 -0.869 -0.6440
C -2.4220 -2.5238 -0.7205 -0.727 -0.214 0.566 -0.6366
C 2.8344 1.9482 -1.9566 0.083 -0.073 -0.017 -0.4269
C -1.4678 -1.4814 4.4528 0.135 -0.473 0.278 -0.5210
C 0.4210 -5.0080 -2.4063 0.121 0.296 0.056 -0.0238
C 0.7833 2.3413 5.1448 -0.259 0.187 0.117 -0.1396
C 1.4624 -3.9225 -2.1022 0.296 -0.792 -0.010 -0.6354
C 5.1445 0.8294 -0.9123 -0.332 -0.199 0.128 -0.2864
C 1.0771 2.2149 3.7952 0.105 -0.157 0.019 -0.4252
C 0.2259 -1.0346 2.9696 0.589 -0.634 -0.117 -0.6337
C 0.4444 -1.1048 -5.3259 -0.271 0.061 0.248 -0.0219
C -2.6186 3.8521 3.6325 0.104 -0.388 -0.048 -0.1075
C -2.4754 6.2343 3.9095 -0.086 0.094 0.046 -0.1121
H -2.9388 7.1768 4.1666 -0.022 0.055 0.044 0.0924
H 1.0284 -1.9001 -4.8708 0.114 -0.107 -0.086 0.0689
H -0.5751 7.1100 3.4455 0.047 0.058 -0.008 0.0971
H -3.9785 -1.1105 -0.1967 -0.073 0.035 0.085 0.0847
H -0.3342 4.2285 0.1197 0.041 0.058 -0.049 0.0117
H 0.5249 4.4756 -1.4257 -0.058 -0.019 -0.047 0.0361
H -0.0364 0.1453 4.7219 -0.123 -0.199 -0.174 0.1260
H -4.3161 -3.5825 -0.5541 -0.129 -0.007 0.099 0.0799
H 3.4624 2.1611 -2.8311 0.019 -0.011 0.124 0.0785
H -2.5650 -2.1522 -4.0068 -0.135 -0.019 0.028 0.0744
H 5.5919 1.2951 -1.7891 0.007 0.032 -0.122 0.0357
H -2.5886 0.3433 -4.4706 -0.124 0.002 0.062 0.0802
H -1.4315 1.0674 -2.0312 -0.167 0.026 -0.071 0.0040
H 0.2266 -1.3479 -6.3646 0.019 -0.010 -0.113 0.0814
H 2.6369 -1.1263 -2.9742 0.028 -0.121 -0.171 0.0077
H -4.2322 5.0822 4.3143 -0.034 -0.014 0.006 0.0956
H 0.7179 -5.9591 -1.9722 0.064 -0.153 0.055 0.0821
H 0.3107 -5.1291 -3.4826 0.009 -0.028 -0.143 0.0828
H -0.5342 -4.6996 -1.9955 -0.116 -0.087 0.046 0.0650
H -3.1222 1.2624 2.0910 -0.044 0.004 -0.060 0.0936
H 1.5057 2.2421 7.1597 0.002 0.012 0.014 0.0916
H 3.0641 -5.2884 -2.6220 0.071 -0.152 0.057 0.0802
H -1.1021 1.1596 -4.9459 0.093 0.140 -0.011 0.0780
H -1.5316 -3.8303 0.7560 0.046 -0.159 0.020 0.0815
H -2.0738 2.1488 -0.7627 -0.098 0.010 -0.046 0.0331
H -2.7586 -2.7371 1.4128 -0.013 0.009 0.097 0.0711
H 1.0735 0.9902 -2.7978 -0.009 0.089 -0.119 0.0472
H 4.3401 -1.4125 -2.5926 0.041 -0.130 0.004 0.0307
H -4.3930 -0.7185 2.7770 -0.134 -0.109 -0.012 0.0965
H -3.4327 -2.4259 4.2482 -0.142 -0.058 -0.040 0.0996
H -2.9650 -4.5669 -1.1390 0.018 -0.119 0.016 0.0782
H 3.8938 -0.0168 -3.5970 0.043 0.030 -0.006 0.0454
H -3.2278 -0.8201 -1.7804 -0.089 0.058 -0.150 0.0817
H -1.4453 -1.6108 5.5414 -0.047 0.165 -0.157 0.0965
H -2.3423 -0.4279 -0.3024 0.035 0.201 0.070 0.0687
H 2.1417 -4.7447 -0.2102 0.035 -0.103 0.033 0.0904
H 1.4229 4.0725 0.0655 0.020 0.066 0.039 0.0025
H 2.3701 -2.9912 -0.3855 0.133 0.074 0.071 0.0833
H 3.5639 -3.5958 -2.5172 0.142 0.091 0.029 0.0619
H 2.6270 -4.1519 -3.9044 -0.026 -0.008 -0.155 0.0831
H 4.3739 1.5151 4.0670 0.075 -0.026 -0.045 0.0895
H -1.9271 0.0878 -6.0951 -0.037 0.016 -0.126 0.0785
H 1.1209 2.7583 -3.0159 -0.003 -0.095 0.009 0.0824
H 3.0247 2.7184 -1.2026 0.105 0.047 -0.034 0.0530
H 5.7174 -0.0562 -0.6450 0.087 -0.052 0.053 0.0318
H 0.4609 4.9527 2.8216 -0.014 0.110 0.007 0.1028
H -1.0859 -3.0655 -4.2632 0.013 -0.226 -0.009 0.0716
H 5.1639 1.5219 -0.0734 0.025 0.026 0.069 0.0006
H -3.1948 2.9365 3.7007 -0.010 0.027 0.000 0.0817
H 3.8111 1.6627 6.4654 0.043 0.002 0.017 0.0942
H 1.0224 -0.1840 -5.2803 0.073 0.133 -0.044 0.0821
H 0.7696 -3.6320 -0.0881 -0.169 -0.005 0.232 0.0698
H -1.1595 -2.1186 0.9507 0.041 0.049 0.155 0.0533
H -0.2352 2.5945 5.4378 0.121 -0.084 0.031 0.1085
H -1.4464 2.8393 -2.2862 -0.027 0.011 -0.032 0.0453
H -1.9686 -2.4066 -5.6614 0.007 -0.018 -0.057 0.0859
H -3.7259 -3.4000 -2.2171 -0.076 0.052 -0.110 0.0731
```
Positions in Å, forces in eV/Å.



> Which of these has the lowest M?

C37H57AsNO4P2S2SiZn



> Which of these has the highest M?

C37H56N2O4PtSSe



> Which value of spin multiplicity does entry 1 give?

1



> Among the records above, which one has the lowest net charge?

C37H57AsNO4P2S2SiZn